(1)
The following is a quantum chemistry calculation of one molecule with the formula C4H6S, from the Open Molecules 2025 dataset.

```
11
Properties=species:S:1:pos:R:3:forces:R:3
C 0.055 -1.052 -0.070 -0.1 -2.5 0.0
C 0.100 1.032 -0.020 0.1 3.5 0.7
S 2.778 -0.018 -0.040 0.0 -0.1 0.1
C 1.183 -0.025 -0.006 -1.1 -0.2 -0.9
H -0.051 -1.906 -0.771 0.8 0.6 0.0
H -1.437 -0.159 0.904 -1.3 0.8 0.2
H -0.044 -1.535 0.918 0.5 -0.1 -0.3
H 0.176 1.780 -0.897 -0.1 -1.3 1.3
H 0.018 1.669 0.926 0.6 -0.6 -1.2
C -1.029 0.012 -0.070 0.5 0.4 -0.2
H -1.748 0.202 -0.873 0.2 -0.7 0.2
```
Positions in Å, forces in eV/Å.

Summary:
- structure (SMILES) = S=C1CCC1
- highest occupied orbital energy (eV) = -8.56
- multiplicity = 1
- LUMO energy (eV) = -0.05
- molecular weight (g/mol) = 86.16

(2)
The following is a quantum chemistry calculation of one molecule with the formula C4H6S, from the Open Molecules 2025 dataset.

```
11
Properties=species:S:1:pos:R:3:forces:R:3
C -0.445 -0.126 -0.240 -1.0 0.9 -1.3
H -2.188 1.369 -0.389 0.4 1.2 -1.7
H -0.395 0.082 -1.276 1.2 -0.1 -1.1
H 1.947 0.469 -0.944 -0.2 -0.1 -0.7
C 1.914 -0.305 -0.199 0.1 0.0 -0.3
C -1.529 0.787 0.180 -1.0 0.2 4.0
S -2.031 -0.904 -0.116 -1.0 -1.6 0.8
H -1.677 1.177 1.231 0.7 -0.9 -0.9
H 2.859 -0.738 0.002 0.8 -0.2 0.8
H 0.769 -1.148 1.385 -0.3 0.0 -1.6
C 0.774 -0.663 0.366 0.3 0.7 2.0
```
Positions in Å, forces in eV/Å.

Summary:
- structure (SMILES) = C=C[C@@H]1CS1
- highest occupied orbital energy (eV) = -8.64
- multiplicity = 1
- LUMO energy (eV) = 1.04
- molecular weight (g/mol) = 86.16

(3)
The following is a quantum chemistry calculation of one molecule with the formula C4H6S, from the Open Molecules 2025 dataset.

```
11
Properties=species:S:1:pos:R:3:forces:R:3
H -2.323 -1.065 -0.306 -1.9 -1.2 -0.4
H 0.049 1.178 1.499 0.2 0.0 -1.8
C -1.248 0.759 -0.271 0.8 0.9 1.9
H -0.090 -2.245 -0.179 0.3 1.3 0.6
C -0.142 -1.204 0.270 -0.9 -2.2 1.2
H -1.968 1.545 -0.436 -0.3 -0.1 -0.3
C 0.153 1.204 0.341 -1.9 -0.8 0.7
C -1.465 -0.537 -0.112 3.5 1.6 -0.6
S 1.278 -0.101 -0.214 -1.5 -0.5 0.9
H -0.278 -1.336 1.433 1.0 0.1 -1.9
H 0.379 2.201 0.049 0.6 0.7 -0.4
```
Positions in Å, forces in eV/Å.

Summary:
- structure (SMILES) = C1=CCSC1
- highest occupied orbital energy (eV) = -8.76
- multiplicity = 1
- LUMO energy (eV) = 1.06
- molecular weight (g/mol) = 86.16

(4)
The following is a quantum chemistry calculation of one molecule with the formula C4H6S, from the Open Molecules 2025 dataset.

```
11
Properties=species:S:1:pos:R:3:forces:R:3
H 3.198 0.888 -0.104 0.3 0.3 0.0
C -2.753 0.031 -0.067 3.9 -0.9 0.3
H -3.740 0.229 -0.283 -1.5 0.4 -0.1
H -0.080 -1.352 0.912 0.4 -0.1 0.7
S 2.575 -0.278 -0.050 -0.8 0.0 0.3
C -0.150 -0.663 0.087 -0.1 0.0 -0.2
H 0.094 -1.297 -0.778 -0.3 0.3 0.0
C 0.893 0.476 0.116 -0.3 -0.5 -1.7
H 0.810 1.150 0.942 0.0 0.1 0.7
C -1.567 -0.250 0.033 -1.8 0.6 -0.5
H 0.719 1.065 -0.808 0.1 -0.2 0.6
```
Positions in Å, forces in eV/Å.

Summary:
- structure (SMILES) = C#CCCS
- highest occupied orbital energy (eV) = -9.31
- multiplicity = 1
- LUMO energy (eV) = 0.90
- molecular weight (g/mol) = 86.16

(5)
The following is a quantum chemistry calculation of one molecule with the formula C4H6S, from the Open Molecules 2025 dataset.

```
11
Properties=species:S:1:pos:R:3:forces:R:3
H 2.971 -0.574 -1.072 0.1 -1.1 -1.3
H 2.739 -1.493 0.525 1.2 1.9 -1.0
C 1.709 0.347 0.122 0.4 -1.7 0.0
H -1.110 1.498 -0.838 0.5 -0.5 0.1
S -1.991 -0.460 -0.111 -1.5 -1.1 4.6
H 3.965 0.089 0.094 -1.5 -1.2 0.9
C 2.974 -0.487 -0.019 -0.5 1.1 1.0
C 0.508 0.442 -0.002 3.0 0.0 -0.2
H -2.190 -0.744 1.510 0.5 0.5 -3.8
C -0.826 0.856 0.031 -0.6 2.2 -1.5
H -0.712 1.638 0.770 -1.6 -0.1 1.1
```
Positions in Å, forces in eV/Å.

Summary:
- structure (SMILES) = CC#CCS
- highest occupied orbital energy (eV) = -9.21
- multiplicity = 1
- LUMO energy (eV) = 0.38
- molecular weight (g/mol) = 86.16

(6)
The following is a quantum chemistry calculation of one molecule with the formula C4H6S2, from the Open Molecules 2025 dataset.

```
12
Properties=species:S:1:pos:R:3:forces:R:3
S -0.593 -0.866 -0.245 -2.0 0.6 -0.1
C -3.117 0.246 0.268 -2.6 -2.9 2.5
C 2.026 -1.345 0.230 0.8 1.4 2.3
H -1.677 1.613 -0.289 0.5 -3.2 -0.2
H 2.803 -0.452 0.597 -1.0 -3.4 -1.1
H 2.402 -2.129 -0.571 -0.9 2.0 1.5
C -1.883 0.429 -0.125 1.6 4.1 -0.7
S 1.487 1.349 0.020 -0.7 0.4 -0.5
H -3.352 -0.829 0.725 0.1 2.2 -1.3
H 1.698 -1.934 1.291 0.7 1.6 -3.2
H -3.983 1.007 0.440 2.2 -1.2 -0.7
C 0.939 -0.165 -0.140 1.6 -1.7 1.3
```
Positions in Å, forces in eV/Å.

Summary:
- structure (SMILES) = C=CSC(C)=S
- highest occupied orbital energy (eV) = -8.76
- multiplicity = 1
- LUMO energy (eV) = -0.31
- molecular weight (g/mol) = 118.23

(7)
The following is a quantum chemistry calculation of one molecule with the formula C4H6S2, from the Open Molecules 2025 dataset.

```
12
Properties=species:S:1:pos:R:3:forces:R:3
S 1.347 -1.102 -0.781 -0.9 1.1 0.3
C -0.632 -0.307 1.067 1.4 -0.2 1.5
H 0.331 0.114 1.607 -2.3 -1.0 -1.2
H -1.050 -2.080 -0.323 1.4 1.2 -0.2
H 2.147 1.218 -1.279 0.0 -0.6 0.2
S -0.177 1.445 -1.124 0.9 0.2 0.3
H -1.455 -0.631 1.751 0.9 0.3 -0.6
C -0.395 -1.156 -0.213 -1.0 0.0 1.1
H 1.721 1.140 0.442 -0.4 -0.7 -0.8
C -1.065 0.213 -0.255 -2.1 0.0 0.2
C 1.431 0.768 -0.572 0.1 0.3 -0.6
H -2.203 0.379 -0.320 1.9 -0.7 -0.4
```
Positions in Å, forces in eV/Å.

Summary:
- structure (SMILES) = C1S[C@H]2C[C@H]2S1
- highest occupied orbital energy (eV) = -8.63
- multiplicity = 1
- LUMO energy (eV) = 0.80
- molecular weight (g/mol) = 118.23

Relative energy (zero: lowest compared OMol25 entry of this formula, charge and spin) in kcal per mole, matching the order above: 29.03 37.83 18.41 33.95 75.53 69.57 26.16